# 1
This record from the Open Molecules 2025 dataset describes 2 unconnected molecules or ions with the total composition C6H7ClOS in a non-equilibrium geometry. The level of theory is ωB97M-V with the def2-TZVPD basis set.

Atoms and positions in Å:
C -2.039370 1.306228 -1.161889
C -0.656963 1.288450 -1.046648
C -2.617009 1.176957 0.064020
C -0.217999 1.178738 0.305061
C 1.429567 -1.770479 0.407270
C 1.120882 1.158765 0.715680
O 1.423378 1.122835 1.996997
S -1.527890 0.901429 1.374684
Cl 2.464526 1.523875 -0.338838
H -2.565109 1.350720 -2.131962
H -0.115685 1.502415 -1.936827
H -3.711932 1.304171 0.347021
H 0.444719 -1.320942 0.174522
H 1.743018 -2.106809 1.390130
H 1.894689 -1.933070 -0.587702
H 2.316103 1.010251 2.159695

Atomic forces in eV per Å
-0.56 -0.30 -0.04
0.06 0.35 0.67
-3.05 0.01 1.11
1.78 -0.15 -1.70
-1.08 0.54 -1.89
-0.28 0.11 -1.28
-2.86 0.37 1.06
-0.34 0.57 -0.35
-0.57 -0.07 0.07
0.24 0.23 0.85
1.12 -0.09 -0.09
1.62 -0.48 -0.63
0.54 -0.47 1.03
0.02 0.04 -0.45
0.47 -0.27 1.31
2.87 -0.40 0.34

Results
DFT total energy (Eh): -1166.29938
E_HOMO (spin up / spin down) (eV): -6.57 / -8.63
Energy relative to the best compared isomer or geometry (same formula, charge and spin) (eV): 3.095
Gap between HOMO and LUMO (spin up / spin down) (Eh): 0.2469 / 0.3125

---

# 2
This record from the Open Molecules 2025 dataset describes a molecular structure, C5H12N4O3Si in a non-equilibrium geometry. The level of theory is ωB97M-V with the def2-TZVPD basis set.

Atoms and positions in Å:
C 2.782449 1.181008 0.482898
C -2.468996 -2.418407 0.354707
C -1.479336 2.496062 -0.155689
C 0.344222 -0.789229 -2.110960
C 0.680470 0.376945 1.685000
N 3.810066 0.595902 -0.083054
N 3.596759 -0.739941 0.184244
N 2.515224 -0.930230 0.786264
N 1.953893 0.221479 1.067986
O -2.044303 -1.183806 0.862751
O -1.650542 1.113687 -0.440123
O -0.494657 -1.140840 -1.051882
Si -0.997412 -0.201267 0.142417
H 2.631199 2.241237 0.395579
H -3.475888 -2.562468 0.754341
H -1.918099 -3.297930 0.792901
H -2.348948 -2.433477 -0.609810
H -0.883105 2.920652 -0.954451
H -1.047889 2.694945 0.733053
H -2.454119 2.937275 -0.162316
H -0.204307 -0.573725 -3.087170
H 0.824434 -1.684905 -2.456851
H 1.034116 -0.035256 -1.779312
H 0.649667 -0.204128 2.591933
H 0.645108 1.416405 2.057546

Atomic forces in eV per Å
-0.34 -0.82 0.05
-0.60 -1.42 6.11
-1.25 -0.91 -3.18
-0.73 -0.51 -1.88
-2.29 0.26 -1.34
-1.12 -0.63 1.04
1.53 0.18 -1.42
-0.81 -1.36 1.16
1.84 2.51 -1.68
0.21 0.72 1.09
-0.20 1.32 -0.03
0.21 -0.29 -0.31
1.83 -0.46 2.59
-0.39 0.08 0.43
-0.19 0.02 -0.71
0.01 0.97 -0.30
0.06 -0.35 -5.44
0.09 0.27 -0.13
1.58 0.33 3.12
-0.57 0.39 -0.08
0.18 0.73 1.50
0.97 -0.46 0.43
0.51 0.42 -0.49
-0.25 -0.66 0.02
-0.30 -0.31 -0.55

Results
DFT total energy (Eh): -931.94941
E_HOMO (eV): -9.60
Energy relative to the best compared isomer or geometry (same formula, charge and spin) (eV): 0.518
Gap between HOMO and LUMO (Eh): 0.3714